# C21H26BrNO4PtSe2

C21H26BrNO4PtSe2 as an isolated structure at a distorted geometry (ωB97M-V/def2-TZVPD, OMol25).

Structure (XYZ):
```
56
C21H26BrNO4PtSe2 ωB97M-V/def2-TZVPD
Pt 0.2024 -0.1987 0.3351
O 4.1246 -0.8828 5.2239
C 4.1748 -0.3747 3.8991
C 2.8247 -0.4853 3.1698
C 2.4895 -1.9899 3.0604
O 1.1579 -2.2902 2.7996
C 3.0220 0.2306 1.8197
Se 2.6170 -0.8328 0.1845
C 1.7556 0.1989 4.0165
Se 0.0187 0.5749 3.1532
H 5.0083 -0.8115 5.5951
H 4.9240 -0.9376 3.3184
H 4.4766 0.6857 3.9257
H 2.7109 -2.4544 4.0289
H 3.1547 -2.4354 2.3027
H 0.9139 -1.9128 1.9266
H 4.0614 0.5584 1.7169
H 2.3859 1.1171 1.7661
H 2.1228 1.1695 4.3640
H 1.5250 -0.4178 4.8879
C -2.9414 -0.6849 1.0319
N -2.1730 0.2049 0.1870
C -2.5007 0.0253 -1.2138
C -2.3044 1.5939 0.5942
C -1.1502 2.4388 0.1102
C -1.3223 3.8017 -0.0712
C -0.2493 4.6105 -0.4085
C 1.0000 4.0399 -0.5770
C 1.1694 2.6738 -0.4114
C 0.1079 1.8368 -0.0647
H -4.0247 -0.4862 0.9664
H -2.6166 -0.5717 2.0665
H -2.7545 -1.7085 0.7220
H -3.5679 0.2309 -1.4075
H -2.2788 -1.0021 -1.4978
H -1.8958 0.7048 -1.8152
H -2.2810 1.6220 1.6911
H -3.2740 2.0171 0.2576
H -2.3054 4.2405 0.0739
H -0.3879 5.6795 -0.5341
H 1.8473 4.6693 -0.8295
H 2.1596 2.2491 -0.5444
Br -2.6221 -4.2913 -0.6631
C -0.9901 -5.1586 -0.2065
C -1.0678 -6.4719 0.2030
C 0.1010 -7.1666 0.4889
C 1.3371 -6.5315 0.3222
C 1.3911 -5.2243 -0.0964
C 0.2269 -4.4869 -0.3459
C 0.3749 -3.0412 -0.7100
O 1.3874 -2.7119 -1.3455
O -0.5376 -2.2701 -0.2877
H -2.0305 -6.9617 0.2979
H 0.0475 -8.1895 0.8414
H 2.2492 -7.0849 0.5151
H 2.3299 -4.7057 -0.2316
```

Orbital gap (eV): 3.822
HOMO energy (Ha): 0.0195
Total charge: -2
Energy relative to the best compared isomer or geometry (same formula, charge and spin) (kcal per mole): 47.5


# C29H25BrInN3O3SSi

C29H25BrInN3O3SSi as an isolated structure (ωB97M-V/def2-TZVPD, OMol25).

Structure (XYZ):
```
64
C29H25BrInN3O3SSi ωB97M-V/def2-TZVPD
In 1.7357 -1.8964 -0.8206
O 7.3972 -2.2551 3.0773
C 6.3482 -2.0088 2.2654
C 6.4766 -1.4318 1.0051
C 5.3315 -1.2201 0.2605
N 4.1147 -1.5345 0.7012
C 4.0358 -2.1010 1.8852
Br 2.2479 -2.5942 2.3155
C 5.0861 -2.3674 2.7322
H 8.2211 -2.0042 2.6418
H 7.4486 -1.1653 0.6103
H 5.3818 -0.8001 -0.7366
H 4.9584 -2.8455 3.6912
N 1.0071 4.8979 1.5344
C 0.9246 4.5093 0.2535
S 0.4702 5.5398 -0.9403
C 1.2855 3.0785 -0.0073
C 0.8665 2.4588 -1.1741
C 1.1381 1.1193 -1.3621
N 1.8093 0.3768 -0.4761
C 2.2571 0.9814 0.6261
C 2.0197 2.3134 0.8940
H 0.7568 5.8478 1.7525
H 1.1489 4.2528 2.2911
H 0.2952 3.0099 -1.9069
H 0.7667 0.6115 -2.2425
H 2.7959 0.3631 1.3287
H 2.4204 2.7150 1.8144
O 2.8691 -3.0553 -1.7105
O -0.2503 -1.7649 -0.4942
Si -1.6263 -0.9422 -0.5490
C -3.0674 -1.9621 0.0754
C -3.7309 -1.6793 1.2699
C -4.7899 -2.4663 1.7069
C -5.2028 -3.5530 0.9516
C -4.5574 -3.8503 -0.2422
C -3.5040 -3.0596 -0.6732
C -1.5213 0.6099 0.5292
C -0.8506 0.5303 1.7528
C -0.8123 1.6087 2.6294
C -1.4301 2.8028 2.2872
C -2.0891 2.9108 1.0691
C -2.1404 1.8217 0.2093
C -2.0264 -0.4730 -2.3298
C -1.1462 -0.7965 -3.3649
C -1.4231 -0.4645 -4.6849
C -2.6006 0.1987 -4.9970
C -3.5055 0.5054 -3.9893
C -3.2223 0.1627 -2.6749
H -3.4229 -0.8297 1.8696
H -5.2932 -2.2296 2.6362
H -6.0281 -4.1672 1.2897
H -4.8779 -4.6971 -0.8363
H -3.0124 -3.2999 -1.6104
H -0.3605 -0.3966 2.0320
H -0.3053 1.5124 3.5829
H -1.4093 3.6440 2.9696
H -2.5666 3.8428 0.7924
H -2.6582 1.9300 -0.7367
H -0.2410 -1.3525 -3.1442
H -0.7269 -0.7362 -5.4686
H -2.8215 0.4601 -6.0241
H -4.4366 1.0028 -4.2307
H -3.9576 0.3816 -1.9066
```

Orbital gap (eV): 6.759
HOMO energy (Ha): -0.2862
Energy relative to the best compared isomer or geometry (same formula, charge and spin) (kcal per mole): 0.0